(1)
This record from the Open Molecules 2025 dataset describes a cluster of 7 separate species, C41H91Br2FO10S in total. The level of theory is ωB97M-V with the def2-TZVPD basis set.

Values from the calculation:
E_tot, eV: -218105.29180
SMILES: CCCCCCCCCCCCCCC[C@@]1(C[C@@H](C)F)OS(=O)(=O)O[C@]1(Br)CCCBr.CC(C)O.CC(C)O.CC(C)O.CC(C)O.CC(C)O.CC(C)O

Last column: Mulliken charge in e.
Cartesian coordinates (Å):
H  0.56  2.17  -1.91  0.42
H  0.69  3.60  1.20  0.41
H  0.70  -1.25  -9.93  0.36
C  0.90  2.40  -0.91  -2.85
H  3.55  -2.19  3.72  0.13
H  1.05  1.72  -7.63  0.30
H  0.50  -0.87  -6.38  0.34
H  -9.07  2.20  -1.18  0.20
H  2.14  0.71  -1.27  0.43
H  1.05  3.48  -0.88  0.67
H  -1.72  -0.75  -4.57  0.27
H  -8.84  -1.78  -4.50  0.29
C  -1.01  3.22  2.35  -0.10
H  6.47  -0.49  2.56  0.51
O  0.88  -5.59  2.43  -0.47
C  5.77  0.34  2.40  -1.19
H  -6.21  3.26  -1.44  0.16
H  -2.83  4.33  2.13  0.32
C  5.03  3.34  0.67  -0.18
H  -6.69  1.49  0.16  0.34
C  6.37  1.12  0.08  -1.19
O  -3.31  1.20  -1.55  -0.42
H  -0.01  -7.74  1.08  0.36
F  -1.84  2.17  2.71  -0.34
O  -1.45  2.56  -0.62  -0.59
H  4.52  -0.75  3.75  -1.09
C  -3.12  0.04  -5.66  0.44
H  6.07  2.89  -1.11  0.49
H  -7.54  0.36  -4.54  -0.02
H  -0.43  0.79  -7.85  0.00
C  4.67  0.29  3.46  0.72
H  1.67  -7.41  0.65  0.35
H  3.64  -4.44  4.82  0.37
H  4.27  1.68  -1.23  0.48
C  -7.20  3.03  -1.84  -0.80
H  -0.76  -7.42  3.53  0.35
C  6.19  2.65  -0.05  -1.05
C  1.36  -0.38  -8.06  0.33
H  -3.48  -0.14  -6.68  0.35
H  2.14  2.08  6.30  0.45
H  1.65  -2.08  2.44  -0.33
C  2.80  1.30  5.92  -0.08
H  7.34  0.87  0.50  0.48
H  -1.67  4.63  0.80  0.30
C  4.37  -2.88  3.50  1.13
O  1.41  -0.74  -6.68  -0.53
H  -1.78  1.62  -6.27  0.11
C  -8.10  2.48  -0.75  0.58
H  -7.62  3.94  -2.28  0.40
H  1.28  -8.84  1.62  0.41
C  3.99  2.00  5.26  -1.31
H  5.36  -3.31  1.88  0.34
H  5.89  -1.49  4.13  0.33
H  -7.35  3.74  0.84  0.28
H  0.55  1.25  -9.26  0.39
H  3.24  2.72  -2.16  0.49
H  4.04  4.45  -0.86  0.31
H  -8.99  1.21  -5.13  0.35
C  3.45  2.38  -1.14  -0.80
C  5.06  1.05  4.75  -0.76
H  4.33  0.75  0.85  -1.15
C  0.15  -0.26  1.18  -0.46
C  1.18  -6.96  2.70  0.48
C  3.19  0.41  7.13  -0.82
H  -11.02  -0.17  -5.25  0.35
H  6.34  1.26  2.56  0.70
H  -7.06  2.29  -2.63  0.07
H  0.52  -8.51  4.08  0.41
C  0.29  -7.47  3.83  -1.37
H  0.41  -6.86  4.72  0.33
H  -5.08  0.48  -4.84  0.21
C  0.61  -2.38  2.39  0.58
H  -0.04  -5.54  2.14  0.28
H  4.69  -5.03  3.52  0.45
C  -8.31  3.49  0.37  -1.38
C  2.20  1.62  -0.69  0.90
H  5.38  -2.61  5.40  0.29
C  0.73  -1.50  -8.87  -1.17
C  -9.35  -0.82  -4.48  0.31
H  5.29  0.34  5.54  0.43
C  -9.71  -0.47  -3.04  -1.17
H  2.95  3.84  0.36  0.20
C  -2.59  1.46  -5.55  -0.77
O  -3.65  2.41  0.48  -0.63
H  2.22  0.74  5.19  -0.03
H  -0.30  -1.68  -8.53  0.26
H  1.22  -0.08  1.12  -0.07
H  -8.22  -0.02  -6.13  0.32
H  -10.27  0.46  -3.00  0.28
H  -8.81  -0.36  -2.43  0.32
O  -2.05  -0.89  -5.46  -0.53
H  -0.50  3.52  3.26  0.55
C  0.08  2.73  1.41  -0.43
H  3.72  0.69  3.10  -0.07
H  3.63  2.63  4.45  0.29
H  4.42  2.69  6.00  0.44
H  2.33  1.38  0.37  -0.80
O  4.65  -2.70  2.11  -0.46
H  6.39  0.71  -0.93  0.46
H  2.22  -6.98  3.03  0.21
H  -4.62  -1.23  -4.76  0.34
C  3.90  -4.31  3.77  -1.71
C  3.81  3.58  -0.26  -0.84
H  1.29  -2.42  -8.74  0.32
C  5.58  -2.52  4.33  -1.32
H  4.24  0.56  7.33  0.42
H  0.72  2.04  1.96  -0.04
H  5.37  4.33  0.97  0.53
H  7.13  3.12  0.24  0.45
Br  -0.45  -0.31  -1.66  -0.04
C  1.02  -7.79  1.44  -1.44
C  -4.25  -0.21  -4.67  -0.89
H  5.98  1.62  4.58  0.64
H  -8.95  3.08  1.14  0.35
H  2.82  -1.63  7.80  0.46
H  -1.41  5.32  2.39  0.44
H  4.72  2.85  1.60  -0.14
H  -2.18  1.64  -4.55  0.04
H  3.69  -1.51  6.24  -0.20
H  -3.89  -0.07  -3.65  0.05
H  2.39  -0.24  -8.37  0.29
C  -0.04  -1.76  1.17  -0.79
O  -7.55  1.27  -0.22  -0.54
C  0.59  0.93  -8.22  -0.92
C  -0.57  0.55  0.14  0.42
H  5.29  -0.69  0.59  0.37
C  5.34  0.35  0.91  1.23
S  -2.75  1.68  -0.34  1.44
H  1.95  -1.18  6.35  0.17
H  3.03  -4.55  3.17  0.25
H  -10.34  -1.25  -2.60  0.34
O  -1.98  0.53  0.46  -0.42
H  -1.09  -2.05  1.08  0.33
H  -8.76  4.41  -0.01  0.38
H  0.62  -3.46  2.32  -0.16
Br  -0.26  -1.88  4.05  -0.20
H  0.50  -2.17  0.32  0.49
C  -8.47  0.24  -5.10  -0.81
H  2.61  0.71  8.00  0.39
O  -10.54  -1.01  -5.25  -0.57
C  -0.25  2.05  0.05  1.91
C  2.91  -1.08  6.87  -0.52
H  -3.36  2.21  -5.74  0.41
H  6.42  -3.17  4.09  0.50
H  -0.18  0.14  2.14  0.53
C  -1.79  4.44  1.86  -1.42

=====

(2)
This record from the Open Molecules 2025 dataset describes a cluster of 6 separate species, C41H91N5O2 in total. The level of theory is ωB97M-V with the def2-TZVPD basis set.

Values from the calculation:
Energy relative to the best compared isomer or geometry (same formula, charge and spin), kcal per mole: 27.5
Charge: +4
E_tot, eV: -55496.86281

Last column: Mulliken charge in e.
Cartesian coordinates (Å):
H  2.22  -1.49  -2.03  -0.14
H  -0.60  3.84  -4.44  0.40
H  4.34  -2.87  1.97  0.53
H  -0.38  -3.73  -0.70  0.69
H  2.91  6.32  1.48  0.42
H  0.76  0.34  -4.19  0.73
C  -0.11  3.95  1.81  -0.88
C  3.80  5.46  3.17  -0.37
C  0.12  3.91  0.27  0.26
C  -1.02  -4.06  -3.35  -1.56
H  1.63  -1.51  -3.76  0.41
H  2.15  -3.80  2.26  0.40
H  -1.88  1.92  -1.60  -1.42
C  3.72  -1.59  -3.67  -0.72
C  2.95  2.93  1.34  -1.37
H  3.46  -0.90  -5.67  0.34
C  3.92  -0.54  -4.75  -0.94
H  -0.07  -3.76  2.87  0.61
H  5.12  6.47  4.65  0.38
H  4.97  -0.41  -5.03  0.46
H  -0.42  -3.50  -4.07  0.40
H  -0.94  4.63  2.01  0.43
N  2.25  4.29  1.48  0.29
H  1.48  5.64  0.01  0.44
H  -4.70  -4.61  1.08  0.40
H  -3.49  -2.90  -4.36  0.60
H  -4.63  -0.41  -1.40  -0.13
H  1.55  -0.47  3.99  0.30
H  -2.20  -1.36  -1.46  0.13
H  -3.58  -1.57  -3.37  0.27
C  -4.61  -4.53  -0.01  -1.54
H  -2.95  3.22  -1.38  0.61
C  2.38  -1.15  -3.05  -0.24
H  4.79  -1.06  4.40  0.38
H  1.24  -3.42  4.86  0.35
H  -2.63  -6.06  0.69  0.46
C  -3.89  1.42  -2.29  -0.60
H  -0.73  -1.56  -2.08  -0.58
C  5.03  6.32  3.58  -1.51
H  3.87  -3.30  3.68  0.52
N  -3.14  -4.04  -1.96  1.05
H  -0.67  4.39  -0.30  0.80
H  5.87  5.70  3.27  0.36
H  -1.28  2.46  -3.73  0.01
H  6.15  -3.17  4.59  0.34
H  -0.26  -1.99  2.68  -0.08
C  -0.40  2.77  -4.31  -1.27
H  -7.16  0.42  0.94  0.26
H  3.48  -0.99  0.99  0.40
C  2.01  -1.43  4.17  -0.36
C  5.19  -1.59  3.53  -0.57
H  -0.48  -2.28  0.20  -1.63
H  3.68  3.10  0.55  0.29
H  -4.81  0.59  2.02  0.65
H  0.30  0.46  -2.47  -0.53
N  2.34  0.41  -3.10  0.57
H  4.54  -1.53  -2.96  0.32
H  -1.36  -5.98  -0.60  0.26
C  6.47  -2.40  3.89  -1.36
H  0.75  2.97  -2.53  -0.35
H  2.13  2.24  1.20  0.53
H  -6.58  -2.30  2.10  0.22
C  3.36  5.36  1.71  -0.32
H  -2.95  -2.47  0.43  -0.72
C  4.06  -2.51  2.96  -0.70
C  -2.35  -3.37  0.29  -0.60
H  5.11  7.32  3.16  0.36
H  -5.29  3.25  -0.62  0.34
H  -2.16  -3.70  1.31  0.85
C  3.32  0.74  -4.26  -0.41
C  0.91  0.89  -3.26  0.29
H  -3.47  0.69  -2.97  0.34
H  0.20  2.90  -0.13  -0.56
H  3.48  2.71  2.27  0.41
H  1.42  3.58  3.25  0.29
H  -6.14  -1.04  3.07  0.35
H  -0.47  2.95  2.07  0.32
N  -4.78  1.22  -0.08  0.13
H  -7.88  -1.38  2.40  0.40
C  -5.06  0.19  1.04  -0.28
H  0.14  -2.01  5.00  0.41
H  4.12  1.35  -3.83  0.31
H  2.76  -1.46  4.96  0.36
H  3.85  0.48  -1.49  0.57
H  7.26  -1.81  4.35  0.39
C  1.16  4.37  2.55  -0.78
C  -1.08  -2.93  -0.44  0.88
H  -2.77  0.68  0.47  -0.28
C  -2.92  2.13  -1.34  1.04
H  3.74  -2.66  -3.90  0.47
H  1.94  -0.44  1.64  0.76
C  2.87  0.90  -1.70  -1.26
C  -1.52  -2.19  -1.67  0.17
C  -6.45  -0.41  1.02  -0.30
C  -2.85  -2.29  -3.73  -1.75
H  1.72  2.79  -3.91  0.77
C  -3.21  1.58  0.05  -0.45
H  -5.16  -3.66  -0.34  0.36
C  1.51  4.56  0.15  -0.80
H  2.97  1.97  -1.90  0.54
C  -2.11  -3.20  -2.71  1.55
C  -3.10  -4.45  -0.53  1.09
H  -1.33  -4.95  -3.90  0.41
H  3.38  0.20  2.47  0.57
C  0.93  -2.48  4.42  -1.03
H  2.73  1.25  -5.02  0.43
C  2.99  -0.64  1.89  -2.02
H  -2.91  -6.69  -0.86  0.48
H  1.20  5.37  2.99  0.50
H  -3.21  2.35  0.81  0.61
H  4.14  5.03  1.02  0.37
H  -6.61  -0.91  0.06  0.43
O  -0.08  0.31  -0.04  0.02
N  2.70  -1.84  2.83  0.64
C  0.79  2.43  -3.47  -0.12
H  -4.45  2.11  -2.92  0.53
H  -5.45  2.85  1.14  0.32
O  -4.01  -4.64  -2.75  -0.28
C  -6.81  -1.24  2.24  -1.23
C  0.42  -2.80  2.95  -0.12
C  -2.41  -5.86  -0.36  -1.60
H  2.15  4.17  -0.64  0.58
H  3.07  6.09  3.68  0.28
H  6.93  -2.94  3.07  0.34
C  -5.58  2.50  0.12  -0.88
H  -0.49  2.11  -5.16  0.43
H  -6.58  2.16  -0.16  0.44
H  -0.40  -0.59  0.14  -0.94
C  -4.91  0.64  -1.44  -0.36
H  -2.17  -1.87  -4.48  0.34
C  1.69  -2.82  2.11  -0.35
H  -5.94  0.69  -1.81  0.55
H  1.64  -2.54  1.06  -0.01
H  5.51  -0.70  2.98  0.29
H  -4.37  -0.65  0.93  -0.32
H  2.17  0.61  -0.92  -0.04
H  3.85  4.53  3.74  0.33
H  -0.23  -4.40  -2.68  0.29
H  -5.08  -5.42  -0.42  0.46

=====

(3)
This record from the Open Molecules 2025 dataset describes a cluster of 9 separate species, C41H92FINO31P2S8 in total. The level of theory is ωB97M-V with the def2-TZVPD basis set.

Values from the calculation:
Charge: -1
E_tot, eV: -225042.48799

Last column: Mulliken charge in e.
Cartesian coordinates (Å):
H  2.51  8.62  1.02  0.31
C  -1.65  6.15  -0.76  -0.86
H  6.83  -3.36  5.88  0.38
S  -7.66  1.36  -4.12  1.21
O  9.57  -1.31  -5.31  -0.29
C  11.23  -2.37  -6.75  -0.98
H  5.83  -2.44  7.04  0.34
O  2.02  -2.13  -3.40  -0.11
H  -6.07  2.59  -5.36  0.38
C  -6.17  2.29  -4.31  -1.00
H  2.66  -3.30  1.41  0.21
S  5.31  0.45  9.51  1.20
H  -2.07  5.34  -1.35  0.29
C  10.53  -2.36  -5.40  -0.33
C  0.18  -3.56  -6.97  -0.62
C  4.38  -3.74  2.63  -0.62
H  6.39  -1.65  5.55  0.33
O  -8.71  2.55  -4.48  -0.28
C  -10.78  1.88  -3.37  -0.97
O  -2.48  1.75  -7.23  -0.43
H  3.73  -3.77  -3.42  0.25
O  3.61  -2.08  5.29  -0.60
C  7.74  2.45  10.30  -0.98
C  -5.72  2.69  -0.13  -1.01
H  2.79  -2.29  -0.50  0.20
O  5.80  -1.11  -2.99  -0.53
O  4.31  -4.48  5.57  -0.71
H  -2.14  7.09  -1.04  0.30
H  1.12  -5.01  -3.68  0.12
O  7.53  -2.67  -5.74  -0.59
O  0.40  7.39  -0.29  -0.26
H  1.50  1.66  -4.71  0.30
N  1.89  0.26  -2.58  -0.36
H  -1.89  5.96  0.29  0.28
H  11.66  -1.39  -6.96  0.25
H  6.03  3.67  10.72  0.27
H  1.67  8.98  2.56  0.37
O  -0.74  7.61  1.90  -0.59
H  -2.57  -5.58  -3.02  0.24
C  -1.94  -4.84  -5.93  -0.55
H  -2.00  -3.76  -7.96  0.28
S  -10.23  3.85  3.21  1.14
H  -4.45  1.06  -7.39  0.18
H  7.95  2.86  9.31  0.26
H  3.78  -0.64  8.10  0.20
O  -3.35  2.04  -1.02  -0.57
H  7.18  -0.29  -4.34  0.23
H  -2.17  -7.00  -4.12  0.35
H  -9.05  5.68  4.12  0.31
C  -2.70  1.07  1.78  -0.13
H  0.13  -2.48  6.48  0.39
H  11.27  -2.19  -4.62  0.27
O  -7.81  1.03  -2.73  -0.55
O  1.33  6.19  1.69  -0.63
H  -9.34  1.31  5.46  0.27
S  -0.86  -5.11  7.48  1.24
H  1.09  -2.14  7.91  0.26
C  0.11  -1.24  -1.92  -0.95
H  2.82  -3.18  -6.90  0.41
S  0.54  7.35  1.32  1.22
C  -0.15  6.25  -0.96  -0.40
O  0.28  -2.68  0.72  -0.51
H  3.06  0.81  8.86  0.38
H  -0.62  -7.10  8.74  0.31
H  -11.84  1.72  -3.53  0.39
H  4.06  -4.74  2.93  0.33
O  2.57  -1.40  -0.15  -0.38
H  6.38  0.03  -5.91  0.37
H  -0.70  -0.42  -1.86  0.39
H  1.49  -4.55  6.04  0.31
C  1.08  -3.91  -5.73  0.70
H  -5.93  3.43  -0.90  0.30
H  1.30  0.84  -1.97  0.25
H  5.03  -3.85  1.76  0.29
H  0.59  -2.96  -7.84  0.22
H  3.88  -1.53  -5.95  -0.03
O  -0.82  -5.86  6.25  -0.64
C  4.29  -2.90  -3.93  -0.65
H  -6.06  1.70  -0.46  0.30
C  -1.71  -6.10  -3.56  -1.26
C  -3.46  0.75  -6.88  -0.20
C  0.68  -0.49  -4.55  0.38
O  -11.62  3.50  3.13  -0.64
H  2.52  -4.14  7.40  0.18
O  -7.73  0.36  -5.15  -0.66
C  0.45  -4.74  -4.57  -0.46
C  0.48  1.12  -4.75  -0.54
H  6.04  2.16  11.62  0.32
H  1.03  9.64  1.04  0.31
H  -3.02  -5.22  -5.94  0.29
C  1.50  -4.07  7.02  -0.33
H  -0.12  0.61  -6.91  0.23
C  -1.64  2.11  -6.11  -0.22
C  7.34  -0.08  -5.40  -0.85
O  6.48  -0.05  8.82  -0.59
C  1.54  8.80  1.50  -0.95
H  -1.58  2.92  1.89  0.17
H  -5.34  1.66  -4.02  0.33
H  -3.23  -0.30  -7.30  0.19
O  8.43  -1.14  -7.52  -0.64
H  -6.21  2.97  0.80  0.35
H  -10.17  1.39  -5.39  0.32
I  -1.39  -1.20  -4.70  -0.13
H  -9.02  1.24  2.42  0.27
H  -10.67  1.31  4.32  0.32
S  8.18  -1.45  -6.14  1.19
H  2.49  -2.79  3.09  0.28
O  -9.36  3.77  2.06  -0.52
H  -0.35  -2.29  -2.08  0.33
C  -1.02  -5.19  -4.70  0.89
P  2.96  -1.79  -4.83  0.77
H  -1.57  3.27  -6.13  0.29
O  5.42  2.06  9.63  -0.26
O  -9.55  3.06  4.44  -0.26
C  3.19  -2.87  2.26  -0.51
H  12.02  -3.13  -6.77  0.39
H  -2.30  -6.48  8.72  0.37
H  -10.56  3.08  -5.13  0.27
C  -9.64  1.63  4.46  -0.34
H  8.37  2.95  11.04  0.38
C  6.07  -2.59  5.99  -1.14
H  3.51  -1.86  2.00  0.28
C  1.21  -0.98  -3.06  -0.30
H  -0.24  -3.17  0.04  0.34
S  -3.97  2.65  0.12  1.23
H  4.21  0.98  7.49  0.35
H  10.53  -2.60  -7.56  0.30
O  -3.96  1.61  1.36  -0.24
H  -10.64  2.69  -2.65  0.25
O  0.47  0.02  0.54  -0.71
H  -0.15  1.58  -3.92  0.25
H  -3.69  0.66  -5.77  -0.05
H  3.26  -4.28  -5.51  0.39
H  -2.15  0.67  0.93  0.15
H  -0.97  1.65  2.94  0.37
C  6.27  2.61  10.65  -0.35
H  -10.72  5.56  4.77  0.32
H  -8.72  -0.09  3.54  0.40
H  0.05  6.38  -2.03  0.26
O  0.66  -4.77  7.93  -0.28
H  -1.08  -5.70  9.76  0.31
H  7.94  0.82  -5.54  0.41
H  -0.91  -6.53  -2.87  0.32
H  -2.92  0.23  2.45  0.24
H  0.51  2.32  -6.66  0.25
H  5.07  -3.31  -4.68  0.37
H  -10.44  6.19  3.12  0.37
H  -6.22  3.17  -3.66  0.35
O  -1.66  -3.92  7.63  -0.61
H  -2.06  1.85  -5.08  0.15
O  -3.56  3.95  0.60  -0.56
H  10.05  -3.33  -5.20  0.31
H  2.83  0.09  -2.20  0.22
C  -10.09  5.49  3.88  -0.95
C  -8.71  1.00  3.44  -0.94
O  1.64  -0.89  -5.57  -0.89
H  -10.36  0.98  -2.92  0.29
C  -1.25  -6.21  8.81  -0.94
P  0.86  -1.31  -0.16  1.09
C  1.12  -2.60  6.92  -0.83
H  -7.69  1.36  3.57  0.24
H  -2.46  2.52  3.36  0.32
C  -1.88  2.10  2.54  -0.96
H  3.63  -0.65  -4.25  0.19
H  0.35  5.33  -0.64  0.35
C  2.58  -3.40  -5.79  -1.05
C  3.95  0.40  8.37  -0.83
O  4.88  -0.09  10.77  -0.66
H  8.03  1.39  10.28  0.30
C  -10.08  2.21  -4.68  -0.35
C  -0.16  1.49  -6.19  -0.42
H  1.83  -2.06  6.29  0.29
O  5.17  -3.14  3.66  -0.37
C  5.11  -2.13  -2.81  0.35
S  4.59  -3.13  5.17  1.49
C  -1.32  -4.00  -7.07  -0.54
F  5.11  -2.66  -1.45  -0.33

=====

Listing largest force on an atom for the structures above in their given order: 1.35; 7.81; 4.90 eV/A.